No. 1
Formula: C2H4Br2CrN5O15
Source: OMol25
Level of theory: ωB97M-V/def2-TZVPD

```
29
C2H4Br2CrN5O15 | OMol25 | ωB97M-V/def2-TZVPD
Cr 20.87158 -2.47578 -14.33600
N 20.76638 -4.77952 -12.06373
O 21.00990 -3.79901 -12.73183
O 19.97606 -4.77475 -11.11314
O 21.38722 -5.76022 -12.29204
N 22.17371 -0.27365 -13.42926
O 22.83170 0.69272 -13.17743
O 21.12512 -0.35186 -14.11190
O 22.47680 -1.48412 -13.31742
N 21.07215 -2.44400 -17.54895
O 20.29021 -2.99086 -18.24128
O 22.22357 -2.48215 -17.86624
O 20.69884 -2.04399 -16.43869
N 23.03934 -4.82165 -15.31356
O 22.94008 -5.72746 -14.48716
O 23.13843 -5.07888 -16.50861
O 22.62715 -3.67952 -14.98533
N 18.00711 -2.63683 -13.12428
O 17.86185 -2.42623 -11.96838
O 18.91642 -2.12117 -13.75589
O 17.60778 -3.67565 -13.52131
Br 22.83093 4.89429 -12.94102
C 20.86510 4.51807 -13.46172
C 20.65430 3.00597 -13.99531
Br 19.02848 2.84875 -14.95598
H 20.72396 5.24524 -14.26135
H 20.13340 4.89139 -12.74524
H 20.68883 2.46946 -13.04712
H 21.47858 2.62864 -14.60053
```

Calculated values
* strongest force on any atom: 0.1293 Eh/bohr
* expectation value of S²: 6.0051
* LUMO (spin up / spin down): 5.131 / 5.131 eV
* spin multiplicity: 5
* total charge: -3
* energy: -7672.83415 hartree
* frontier orbital gap (spin up / spin down): 4.01 / 4.57 eV
* HOMO energy (spin up / spin down): 1.12 / 0.57 eV


No. 2
Formula: C2H4Br2N
Source: OMol25
Level of theory: ωB97M-V/def2-TZVPD

```
9
C2H4Br2N | OMol25 | ωB97M-V/def2-TZVPD
Br 2.21976 -0.94848 -0.00177
C 0.49731 -0.32248 -0.58631
N -0.05385 0.89215 0.07178
C -0.57301 -0.48159 0.40490
Br -2.40816 -0.91833 -0.10670
H 0.49950 -0.28681 -1.66891
H 0.52373 1.19613 0.99951
H -0.57169 1.72650 -0.44390
H -0.13359 -0.85707 1.33141
```

Calculated values
* strongest force on any atom: 0.0835 Eh/bohr
* LUMO: -4.267 eV
* SMILES: Br[C@@H]1[NH2+][C@H]1Br
* total charge: +1
* energy: -5281.04844 hartree
* frontier orbital gap: 10.95 eV
* HOMO energy: -15.21 eV


No. 3
Formula: C2H4Br2S2
Source: OMol25
Level of theory: ωB97M-V/def2-TZVPD

```
10
C2H4Br2S2 | OMol25 | ωB97M-V/def2-TZVPD
C 1.52595 0.09862 -0.95207
C -2.01114 -1.76530 0.41064
S 1.04021 2.45915 0.67262
S 0.60863 1.45717 -1.09743
Br -0.38991 -1.70959 -0.52590
Br -2.78916 0.07308 0.52144
H 1.67098 -0.61400 -1.78660
H 2.24938 0.11490 -0.12368
H -2.01128 -2.25870 1.35247
H 0.10633 2.14468 1.52852
```

Calculated values
* strongest force on any atom: 0.0552 Eh/bohr
* LUMO (spin up / spin down): -0.045 / -0.994 eV
* total charge: 0
* energy: -6022.84748 hartree
* frontier orbital gap (spin up / spin down): 8.74 / 6.35 eV
* HOMO energy (spin up / spin down): -8.79 / -7.34 eV


No. 4
Formula: C2H4Br3PS
Source: OMol25
Level of theory: ωB97M-V/def2-TZVPD

```
11
C2H4Br3PS | OMol25 | ωB97M-V/def2-TZVPD
C 1.34180 0.18532 0.81234
C -0.72183 -0.09657 -1.18525
P -0.49265 0.48630 0.53454
S -1.24870 2.15300 1.11009
Br 2.42475 1.11848 -0.48962
Br -2.53782 -0.25337 -1.80576
Br -1.15399 -2.34775 1.43808
H 1.51059 0.40009 1.87456
H 1.40949 -0.87101 0.80151
H -0.40882 -1.15146 -1.18823
H -0.12284 0.37697 -1.90225
```

Calculated values
* strongest force on any atom: 0.0481 Eh/bohr
* LUMO (spin up / spin down): -2.716 / -2.715 eV
* total charge: 0
* energy: -8540.16644 hartree
* frontier orbital gap (spin up / spin down): 6.96 / 6.96 eV
* HOMO energy (spin up / spin down): -9.68 / -9.68 eV


No. 5
Formula: C2H4BrN
Source: OMol25
Level of theory: ωB97M-V/def2-TZVPD

```
8
C2H4BrN | OMol25 | ωB97M-V/def2-TZVPD
C 0.50970 -0.03737 -0.12243
C -0.60916 0.91342 -0.01183
N -0.24305 -1.94330 -0.07370
Br 2.27862 0.29500 -0.05319
H -0.77583 1.25532 -0.95492
H -0.25561 1.64247 0.58021
H -1.47625 0.20974 0.25274
H 0.57159 -2.33529 0.38312
```

Calculated values
* strongest force on any atom: 0.1052 Eh/bohr
* LUMO (spin up / spin down): 0.352 / -0.343 eV
* total charge: 0
* energy: -2707.14284 hartree
* frontier orbital gap (spin up / spin down): 10.75 / 7.71 eV
* HOMO energy (spin up / spin down): -10.40 / -8.05 eV


No. 6
Formula: C2H4BrN
Source: OMol25
Level of theory: ωB97M-V/def2-TZVPD

```
8
C2H4BrN | OMol25 | ωB97M-V/def2-TZVPD
H -0.67970 -2.35847 -0.19866
N -0.07008 -1.57158 -0.24370
C -0.31023 -0.36590 -0.03756
C 0.63386 0.69110 0.03933
Br -2.18095 0.33103 0.07248
H 1.70133 0.53449 -0.26074
H 0.60737 1.04112 1.05230
H 0.29842 1.69821 -0.42345
```

Calculated values
* strongest force on any atom: 0.0894 Eh/bohr
* LUMO: 0.873 eV
* SMILES: [H]/N=C(/C)Br
* total charge: 0
* energy: -2707.34990 hartree
* frontier orbital gap: 10.79 eV
* HOMO energy: -9.92 eV


No. 7
Formula: C2H4BrN
Source: OMol25
Level of theory: ωB97M-V/def2-TZVPD

```
8
C2H4BrN | OMol25 | ωB97M-V/def2-TZVPD
C -1.61068 -0.35186 -0.35391
N -0.87963 -0.90951 0.47940
C -0.64852 0.61432 0.24190
H -2.28698 -0.57499 -1.12862
H 0.22801 0.86906 -0.30387
H -1.04787 1.30432 1.05462
Br 3.49381 0.05153 -0.26909
H 2.75186 -1.00287 0.27957
```

Calculated values
* strongest force on any atom: 0.0510 Eh/bohr
* LUMO: 1.000 eV
* SMILES: C1=NC1.Br
* total charge: 0
* energy: -2707.28384 hartree
* frontier orbital gap: 11.14 eV
* HOMO energy: -10.14 eV


No. 8
Formula: C2H4BrN
Source: OMol25
Level of theory: ωB97M-V/def2-TZVPD

```
8
C2H4BrN | OMol25 | ωB97M-V/def2-TZVPD
C -0.54828 0.30412 0.53627
C -0.24533 -0.26261 -0.74216
N 0.17791 -0.84805 0.43251
Br 2.74018 0.08336 0.59394
H 0.01053 1.09667 0.73310
H -1.53878 0.30218 1.08332
H -1.11079 -0.87099 -1.17324
H 0.51456 0.19531 -1.46374
```

Calculated values
* strongest force on any atom: 0.1005 Eh/bohr
* LUMO: -3.031 eV
* total charge: 0
* energy: -2707.20273 hartree
* frontier orbital gap: 6.90 eV
* HOMO energy: -9.93 eV


No. 9
Formula: C2H4BrNO
Source: OMol25
Level of theory: ωB97M-V/def2-TZVPD

```
9
C2H4BrNO | OMol25 | ωB97M-V/def2-TZVPD
H 2.10868 -1.34385 -0.13464
N 1.15432 -0.95680 0.02570
C 0.43957 -0.52598 -0.92554
Br 0.57401 -0.22810 -2.73636
O -0.99398 0.12779 -0.48655
C -0.88906 0.62538 0.83826
H -0.03976 1.36887 0.85817
H -0.52897 -0.09459 1.62268
H -1.82481 1.02728 0.93828
```

Calculated values
* strongest force on any atom: 0.0996 Eh/bohr
* LUMO: 0.617 eV
* SMILES: [H]/N=C(\Br)OC
* total charge: 0
* energy: -2782.54458 hartree
* frontier orbital gap: 10.73 eV
* HOMO energy: -10.11 eV


No. 10
Formula: C2H4BrNO2
Source: OMol25
Level of theory: ωB97M-V/def2-TZVPD

```
10
C2H4BrNO2 | OMol25 | ωB97M-V/def2-TZVPD
C -1.34126 -0.10900 -0.38606
C -0.85731 0.98650 0.14049
N -1.46129 2.31954 -0.15011
O -1.08329 3.28474 0.48118
O -2.33636 2.44032 -1.02128
H -2.33026 0.07038 -0.93646
H -1.12693 -1.16968 -0.21906
H 0.01062 0.99440 0.74847
Br 3.01361 0.70730 0.09715
H 2.17640 1.03946 -1.02701
```

Calculated values
* strongest force on any atom: 0.0716 Eh/bohr
* LUMO: -0.629 eV
* SMILES: C=C[N+](=O)[O-].Br
* total charge: 0
* energy: -2857.71760 hartree
* frontier orbital gap: 10.50 eV
* HOMO energy: -11.13 eV


No. 11
Formula: C2H4BrNO3
Source: OMol25
Level of theory: ωB97M-V/def2-TZVPD

```
11
C2H4BrNO3 | OMol25 | ωB97M-V/def2-TZVPD
C 0.21246 0.80297 -1.00244
C 0.26978 -0.28547 -0.05031
O 1.47601 -0.64382 0.32702
Br -0.67477 -1.90673 -0.98517
N -0.86269 -0.11496 1.14585
O -1.94338 0.35222 0.86276
O -0.42002 -0.40865 2.21029
H 0.84419 0.59839 -1.82038
H -0.88369 0.82929 -1.31750
H 0.36407 1.78837 -0.59481
H 1.61805 -1.01159 1.22468
```

Calculated values
* strongest force on any atom: 0.0686 Eh/bohr
* LUMO: -0.222 eV
* SMILES: C[C@](O)(Br)[N+](=O)[O-]
* total charge: 0
* energy: -2932.98447 hartree
* frontier orbital gap: 10.25 eV
* HOMO energy: -10.48 eV


No. 12
Formula: C2H4BrP
Source: OMol25
Level of theory: ωB97M-V/def2-TZVPD

```
8
C2H4BrP | OMol25 | ωB97M-V/def2-TZVPD
C 0.02187 0.38040 0.67334
C -0.79169 0.10108 -0.42014
P -0.41843 -1.57167 0.06543
Br -3.56768 0.05682 0.04710
H 0.99508 0.91529 0.63912
H -0.36974 0.15976 1.63943
H -0.93455 0.45682 -1.43720
H 0.33622 -1.98758 -0.95732
```

Calculated values
* strongest force on any atom: 0.0578 Eh/bohr
* LUMO (spin up / spin down): -1.749 / -1.750 eV
* total charge: 0
* energy: -2993.83530 hartree
* frontier orbital gap (spin up / spin down): 6.90 / 6.90 eV
* HOMO energy (spin up / spin down): -8.65 / -8.65 eV


No. 13
Formula: C2H4BrP
Source: OMol25
Level of theory: ωB97M-V/def2-TZVPD

```
8
C2H4BrP | OMol25 | ωB97M-V/def2-TZVPD
C -0.40617 -0.18496 1.08673
C -1.24526 -0.16724 -0.05103
P -0.41384 -1.76157 -0.16404
Br -3.07478 0.09783 -0.02820
H 0.57456 0.20716 1.07603
H -0.72026 -0.05985 2.05118
H 0.19105 0.56991 -2.37083
H 0.69750 -1.28496 -0.67251
```

Calculated values
* strongest force on any atom: 0.0637 Eh/bohr
* LUMO (spin up / spin down): -0.273 / -0.613 eV
* total charge: 0
* energy: -2993.73846 hartree
* frontier orbital gap (spin up / spin down): 7.60 / 9.30 eV
* HOMO energy (spin up / spin down): -7.87 / -9.92 eV


No. 14
Formula: C2H4BrP
Source: OMol25
Level of theory: ωB97M-V/def2-TZVPD

```
8
C2H4BrP | OMol25 | ωB97M-V/def2-TZVPD
C -0.39416 -0.21514 0.69205
C 0.65954 -0.11848 -0.40214
P -0.31081 1.42422 -0.13422
Br 2.52072 -0.30588 -0.14249
H -1.19923 -0.77838 0.54671
H -0.13449 -0.17101 1.79641
H 0.30528 -1.01141 -1.46188
H -1.44686 1.17608 -0.89444
```

Calculated values
* strongest force on any atom: 0.1104 Eh/bohr
* LUMO: 0.714 eV
* total charge: 0
* energy: -2993.87029 hartree
* frontier orbital gap: 10.32 eV
* HOMO energy: -9.60 eV


No. 15
Formula: C2H4CeLiO4
Source: OMol25
Level of theory: ωB97M-V/def2-TZVPD

```
12
C2H4CeLiO4 | OMol25 | ωB97M-V/def2-TZVPD
O 1.11787 1.13150 0.81478
C 1.85778 -0.14585 0.15455
H 2.19626 -0.85517 0.92103
H 2.75865 0.31135 -0.28148
C -1.84876 -1.58169 0.39744
O -1.77435 -0.60587 -0.34798
O -0.24887 -0.03871 -0.92469
Li 0.52657 1.26839 -2.12496
H -2.62242 -2.31616 0.15024
H -1.09264 -1.68586 1.18772
Ce -1.51450 2.58168 0.23195
O 0.64441 1.93640 -0.17860
```

Calculated values
* strongest force on any atom: 0.1467 Eh/bohr
* expectation value of S²: 0.8062
* LUMO (spin up / spin down): -20.192 / -19.940 eV
* spin multiplicity: 2
* total charge: +4
* energy: -859.88771 hartree
* frontier orbital gap (spin up / spin down): 7.09 / 7.54 eV
* HOMO energy (spin up / spin down): -27.28 / -27.48 eV


No. 16
Formula: C2H4Cl2
Source: OMol25
Level of theory: ωB97M-V/def2-TZVPD

```
8
C2H4Cl2 | OMol25 | ωB97M-V/def2-TZVPD
Cl -1.21564 -1.55831 -0.59755
C -0.11651 -0.13519 -0.73647
C 0.13193 0.41895 0.60492
Cl 1.39904 -0.60098 1.31102
H -0.63245 0.52417 -1.43443
H 0.73907 -0.61944 -1.20720
H -0.70316 0.50618 1.29996
H 0.39770 1.46465 0.75974
```

Calculated values
* strongest force on any atom: 0.0379 Eh/bohr
* LUMO: 0.918 eV
* SMILES: ClCCCl
* total charge: 0
* energy: -998.97320 hartree
* frontier orbital gap: 11.56 eV
* HOMO energy: -10.64 eV


No. 17
Formula: C2H4Cl2
Source: OMol25
Level of theory: ωB97M-V/def2-TZVPD

```
8
C2H4Cl2 | OMol25 | ωB97M-V/def2-TZVPD
Cl 1.11833 1.74440 0.44055
C -0.19561 0.70645 -0.16895
C -0.02427 -0.75898 0.21391
Cl 1.31876 -1.66703 -0.60695
H -0.21367 0.91043 -1.23954
H -1.15094 1.05879 0.22002
H -0.94540 -1.20903 -0.15632
H 0.09277 -0.78504 1.29729
```

Calculated values
* strongest force on any atom: 0.0194 Eh/bohr
* LUMO: 0.916 eV
* SMILES: ClCCCl
* total charge: 0
* energy: -998.98534 hartree
* frontier orbital gap: 11.78 eV
* HOMO energy: -10.86 eV


No. 18
Formula: C2H4Cl2N2
Source: OMol25
Level of theory: ωB97M-V/def2-TZVPD

```
10
C2H4Cl2N2 | OMol25 | ωB97M-V/def2-TZVPD
C -1.33762 0.73301 0.19943
C -0.84751 -0.62658 -0.00968
N -0.57798 1.49860 0.80387
N 0.39734 -1.01721 0.54472
Cl -3.01406 1.02662 -0.27417
Cl -2.01112 -1.87901 0.16824
H -0.35590 -0.53001 -1.94031
H -0.76076 2.54513 0.96988
H 1.19988 -0.43919 0.41561
H 0.62188 -2.03262 0.38201
```

Calculated values
* strongest force on any atom: 0.0734 Eh/bohr
* LUMO (spin up / spin down): -0.640 / -0.557 eV
* total charge: 0
* energy: -1108.37060 hartree
* frontier orbital gap (spin up / spin down): 8.38 / 7.79 eV
* HOMO energy (spin up / spin down): -9.02 / -8.35 eV


No. 19
Formula: C2H4Cl2O2Si
Source: OMol25
Level of theory: ωB97M-V/def2-TZVPD

```
11
C2H4Cl2O2Si | OMol25 | ωB97M-V/def2-TZVPD
C 0.34209 -0.55059 0.67316
C -0.31530 0.81675 0.61118
O 0.68460 -0.99372 -0.57884
O 0.56400 -1.27743 1.58680
Si 1.39884 -2.46238 -0.72937
Cl 0.43277 -4.04443 0.17236
Cl 3.16450 -2.41291 0.13283
H 0.39987 1.60644 0.42437
H -0.82376 1.26855 1.49488
H -0.98867 0.81270 -0.23400
H 1.50845 -2.57732 -2.25761
```

Calculated values
* strongest force on any atom: 0.2083 Eh/bohr
* expectation value of S²: 2.0057
* LUMO (spin up / spin down): 0.724 / -3.515 eV
* spin multiplicity: 3
* total charge: 0
* energy: -1438.92138 hartree
* frontier orbital gap (spin up / spin down): 6.31 / 8.03 eV
* HOMO energy (spin up / spin down): -5.58 / -11.54 eV


No. 20
Formula: C2H4Cl4Si
Source: OMol25
Level of theory: ωB97M-V/def2-TZVPD

```
11
C2H4Cl4Si | OMol25 | ωB97M-V/def2-TZVPD
C 0.56155 -0.10747 -1.48771
C -2.02852 1.35044 0.97294
Si -0.68259 -0.03056 1.21799
Cl 0.88364 -1.81569 -1.78662
Cl -2.88441 1.38955 2.53822
Cl -3.11720 1.12995 -0.33947
Cl -1.12252 2.91906 0.79000
H 1.38642 0.60247 -1.56512
H -0.43439 0.26384 -1.73437
H -1.30274 -1.31378 1.89813
H 0.18578 0.84269 2.02130
```

Calculated values
* strongest force on any atom: 0.0422 Eh/bohr
* LUMO (spin up / spin down): -1.034 / -0.675 eV
* total charge: 0
* energy: -2208.73014 hartree
* frontier orbital gap (spin up / spin down): 7.74 / 7.64 eV
* HOMO energy (spin up / spin down): -8.78 / -8.31 eV